Entry 1:
{
  "formula": "C7H10O2",
  "method": "ωB97M-V with the def2-TZVPD basis set",
  "symbols": ["C", "C", "C", "C", "C", "C", "C", "O", "O", "H", "H", "H", "H", "H", "H", "H", "H", "H", "H"],
  "coordinates": [[2.88229, 1.67212, -0.13226], [0.17189, -1.99735, 0.43623], [2.31124, 0.27002, -0.11129], [-2.19388, -0.15884, -0.19837], [-0.01180, -0.59571, 0.11771], [0.06881, 0.52839, -0.37255], [-2.98004, 0.67070, 0.48136], [-2.61237, -1.12167, -1.05959], [2.97675, -0.72172, -0.11097], [-3.58704, -1.14983, -1.10498], [-0.07105, 1.56246, -0.58800], [2.46087, 2.24225, 0.69813], [3.97399, 1.65176, -0.06319], [2.58474, 2.15933, -1.06398], [-0.12565, -2.20164, 1.46625], [-0.43641, -2.60483, -0.23744], [1.22334, -2.26531, 0.30331], [-2.56549, 1.41848, 1.14426], [-4.07018, 0.64137, 0.39536]],
  "atomic_forces_ev_per_a": [[0.151, -0.048, 0.143], [0.089, -0.232, 0.167], [0.453, 0.525, -0.661], [-0.317, -0.926, 0.487], [-2.818, 0.292, -0.622], [2.998, -0.111, 0.536], [0.186, 0.031, -0.095], [-0.149, 0.005, 0.024], [-0.603, 0.301, 0.140], [0.255, 0.087, 0.036], [-0.240, -0.020, -0.075], [0.000, 0.008, -0.062], [-0.077, -0.004, 0.022], [-0.053, -0.055, 0.059], [0.004, 0.010, -0.085], [-0.007, 0.107, 0.056], [-0.052, 0.103, 0.014], [0.048, -0.108, 0.053], [0.132, 0.036, -0.137]],
  "nbo_charge": [-0.755, -0.721, 0.544, 0.284, 0.180, -0.193, -0.643, -0.731, -0.560, 0.462, 0.253, 0.235, 0.225, 0.237, 0.247, 0.264, 0.275, 0.212, 0.186],
  "homo_lumo_gap_ev": [7.33, 7.56],
  "energy_ev": -11508.4758,
  "molar_mass_g_mol": 126.2,
  "relative_energy_kcal_mol": 170.2
}

=====

Entry 2:
{
  "formula": "C31H31N5OPdS2Si2",
  "method": "ωB97M-V with the def2-TZVPD basis set",
  "symbols": ["Pd", "C", "Si", "C", "C", "C", "C", "C", "C", "C", "Si", "C", "C", "H", "H", "H", "H", "H", "H", "H", "H", "H", "H", "H", "H", "H", "H", "H", "H", "S", "C", "C", "C", "C", "N", "C", "C", "C", "S", "C", "N", "H", "H", "C", "C", "C", "C", "C", "N", "C", "O", "N", "C", "C", "C", "C", "N", "C", "C", "C", "H", "H", "H", "H", "H", "H", "H", "H", "H", "H", "H", "H", "H"],
  "coordinates": [[1.76092, -0.02801, -0.47920], [4.73166, 1.55292, -2.02825], [4.01783, 0.41020, -0.66586], [4.68169, 1.19321, 0.95933], [5.00003, -1.24082, -0.80470], [6.37823, -1.30448, -1.00999], [7.04251, -2.52320, -1.06304], [6.32474, -3.70312, -0.91239], [4.95160, -3.64966, -0.71035], [4.27632, -2.43016, -0.65392], [2.39291, -2.24346, -0.34882], [2.06583, -3.20923, 1.28063], [1.52814, -3.28487, -1.71861], [5.80038, 1.72275, -1.87032], [4.22336, 2.51870, -1.99805], [4.59141, 1.12503, -3.02307], [5.77241, 1.27718, 0.93790], [4.40101, 0.58519, 1.82140], [4.26481, 2.19319, 1.09973], [6.94722, -0.38659, -1.13149], [8.11568, -2.55720, -1.22069], [6.83662, -4.65935, -0.95203], [4.39982, -4.58009, -0.59621], [2.54528, -4.19256, 1.26068], [0.99359, -3.34922, 1.44113], [2.46516, -2.65432, 2.13202], [2.02875, -4.24666, -1.86482], [1.54191, -2.74739, -2.66908], [0.48438, -3.47905, -1.45404], [0.96502, 2.17495, -1.31770], [0.31742, 3.21933, -0.06186], [1.02107, 3.94060, 0.86749], [0.35512, 4.85201, 1.71541], [1.10873, 5.64462, 2.59834], [1.73942, 6.31660, 3.30820], [-1.08684, 4.99405, 1.60738], [-1.78197, 4.23196, 0.62903], [-1.10195, 3.37552, -0.19400], [-1.74694, 2.42581, -1.51197], [-1.79942, 5.89700, 2.40924], [-2.42418, 6.63673, 3.05944], [2.09559, 3.82555, 0.95008], [-2.85593, 4.34822, 0.53750], [-5.49259, 1.98119, 2.54051], [-5.41545, 1.01323, 1.38996], [-4.63275, 1.26443, 0.26951], [-4.54905, 0.35413, -0.76944], [-5.22180, -0.86264, -0.69096], [-5.14574, -1.85175, -1.69921], [-4.15323, -2.14408, -2.61152], [-4.44422, -2.69042, -3.66664], [-2.84775, -1.81759, -2.33327], [-2.17488, -1.63268, -1.11208], [-2.55556, -2.25572, 0.07610], [-1.85402, -1.93793, 1.22677], [-0.77399, -1.08186, 1.15903], [-0.34145, -0.57632, 0.00358], [-1.03808, -0.83918, -1.09691], [-6.04067, -1.10750, 0.40978], [-6.13201, -0.18104, 1.43280], [-4.84507, 2.84064, 2.37483], [-5.18286, 1.49370, 3.46706], [-6.51373, 2.34093, 2.68583], [-4.06122, 2.18272, 0.19343], [-3.93592, 0.58965, -1.62874], [-5.99260, -2.36053, -1.88447], [-2.27114, -1.77625, -3.15837], [-3.36916, -2.96460, 0.09953], [-2.14353, -2.37231, 2.17458], [-0.21708, -0.79061, 2.03949], [-0.67978, -0.37001, -2.00781], [-6.58735, -2.04346, 0.46844], [-6.75662, -0.39603, 2.29366]],
  "atomic_forces_ev_per_a": [[-0.211, 0.616, 0.002], [-0.347, -0.217, 0.175], [0.227, -0.362, 0.220], [-0.256, -0.092, -0.294], [-0.082, 0.359, -0.051], [0.146, -0.077, -0.035], [0.016, 0.077, -0.004], [-0.048, -0.074, 0.007], [0.097, -0.088, 0.006], [-0.277, -0.115, 0.053], [0.551, 0.114, -0.025], [-0.023, 0.163, -0.273], [0.082, 0.172, 0.269], [0.021, -0.044, 0.034], [-0.020, 0.004, -0.022], [-0.011, 0.014, -0.014], [0.021, -0.016, -0.050], [-0.006, 0.005, 0.008], [-0.008, 0.003, 0.034], [0.009, -0.008, 0.006], [-0.005, 0.007, -0.002], [-0.010, 0.003, -0.008], [0.007, 0.003, 0.008], [-0.022, -0.028, -0.019], [0.000, -0.032, 0.018], [0.021, 0.004, 0.005], [-0.006, -0.028, 0.032], [0.020, 0.003, -0.002], [-0.021, -0.003, -0.008], [0.520, -0.165, -0.236], [0.083, 0.122, 0.215], [-0.293, -0.159, -0.165], [0.146, -0.020, 0.030], [0.101, 0.121, 0.085], [-0.017, -0.085, -0.003], [-0.107, 0.239, 0.242], [0.224, -0.309, -0.263], [-0.144, 0.295, 0.380], [-0.087, -0.189, -0.282], [-0.132, -0.006, 0.027], [0.017, -0.039, -0.021], [0.013, 0.030, -0.016], [-0.014, 0.072, -0.045], [0.036, -0.007, -0.065], [-0.073, -0.061, 0.074], [-0.024, 0.087, 0.117], [-0.044, -0.402, -0.196], [0.006, 0.323, 0.176], [0.307, -0.094, 0.173], [-0.261, -0.007, -0.136], [0.053, -0.030, -0.004], [0.098, 0.162, 0.031], [-0.332, -0.301, 0.430], [0.215, 0.271, -0.315], [-0.225, -0.106, 0.135], [0.170, 0.200, -0.046], [-0.150, -0.555, -0.100], [-0.050, 0.400, -0.100], [0.101, -0.150, -0.048], [0.013, 0.070, -0.024], [0.007, 0.007, 0.035], [0.026, 0.054, 0.015], [0.007, 0.021, -0.011], [0.033, -0.038, 0.001], [0.076, 0.029, 0.036], [-0.020, 0.024, -0.176], [-0.068, -0.122, -0.060], [-0.150, 0.040, -0.022], [0.024, 0.041, 0.017], [0.057, -0.097, 0.014], [-0.020, -0.007, 0.027], [0.027, -0.009, 0.023], [-0.014, -0.010, -0.015]],
  "lowdin_spin": [0.031, 0.004, 0.005, 0.000, 0.000, 0.000, 0.000, 0.000, 0.000, 0.000, 0.007, 0.001, 0.002, 0.000, 0.003, 0.000, 0.000, 0.000, 0.000, 0.000, 0.000, 0.000, 0.000, 0.000, 0.000, 0.000, 0.000, 0.000, 0.000, 0.411, 0.124, 0.018, 0.150, 0.055, 0.105, 0.177, 0.053, 0.109, 0.492, 0.070, 0.134, 0.001, 0.003, 0.000, 0.001, 0.009, 0.005, 0.000, 0.000, 0.000, 0.000, 0.000, 0.001, 0.002, 0.001, 0.001, 0.005, 0.002, 0.000, 0.000, 0.000, 0.000, 0.000, 0.010, 0.003, 0.000, 0.000, 0.000, 0.000, 0.000, 0.000, 0.000, 0.000],
  "homo_lumo_gap_ev": [2.88, 5.56],
  "spin_multiplicity": 3,
  "energy_ev": -83057.3160,
  "molar_mass_g_mol": 716.3,
  "relative_energy_kcal_mol": 10.1,
  "total_charge": -2,
  "s_squared": 2.022
}